(1)
Computed, not measured: C12H33N5NbO5 as an isolated structure at a distorted geometry, with wB97M-V/def2-TZVPD.

Geometry as XYZ:
```
56
Properties=species:S:1:pos:R:3:forces:R:3
C 3.3109 -3.6865 1.9326 0.046 -0.198 0.010
C 2.7315 -2.5749 1.0476 0.074 0.060 -0.016
C 1.2072 -2.4441 1.1657 0.445 0.169 0.245
Nb 0.2120 -0.5742 0.5284 -1.682 -1.187 0.080
C -1.4614 -1.0814 2.0183 -0.243 0.401 0.396
C -2.8661 -0.4606 1.9788 0.088 -0.006 0.030
N -3.9418 -1.4666 2.0982 -0.333 -0.048 -0.021
C -0.2939 -1.7273 -1.3469 1.329 0.649 -0.330
N -1.3231 -2.6677 -0.9253 0.023 0.011 -0.190
C -2.6742 -2.1889 -1.1449 -0.353 0.244 0.037
N -0.6276 1.3790 -0.0628 1.312 0.708 0.236
C -0.0943 1.7676 -1.3926 -0.473 -0.247 -0.190
C -0.5508 2.4680 0.7689 -0.445 -0.017 0.048
C -0.7926 2.2430 2.2476 0.015 0.006 -0.024
O -0.2997 3.6184 0.3865 0.002 -0.280 0.009
H 2.6041 -4.5208 2.0024 0.090 0.008 -0.032
H 3.5026 -3.3384 2.9528 -0.144 0.030 -0.042
H 4.2603 -4.0854 1.5570 -0.032 0.082 -0.028
H 3.2113 -1.6262 1.3014 -0.017 -0.047 -0.029
H 3.0010 -2.7560 0.0014 -0.067 0.006 0.054
H 0.7346 -3.2535 0.5903 -0.121 0.032 0.189
H 0.9261 -2.5931 2.2209 -0.051 -0.002 -0.066
H 1.6268 -0.1668 -0.5576 0.047 0.227 0.143
H 1.4656 0.0974 1.6747 0.075 -0.184 -0.790
H -1.5697 -2.1572 1.8236 0.108 0.063 -0.035
H -1.0588 -0.9803 3.0387 0.009 -0.182 -0.046
H -3.0448 0.0848 1.0436 0.006 -0.079 0.034
H -2.9574 0.2845 2.7815 -0.029 0.013 -0.149
H -4.1537 -1.6450 3.0741 0.179 -0.106 -0.005
H -4.8044 -1.1074 1.7014 0.044 0.060 -0.002
H -0.6178 -1.0719 -2.1743 -0.089 -0.059 0.102
H 0.5857 -2.2576 -1.7185 -0.082 -0.081 0.057
H -1.1854 -3.5170 -1.4574 -0.075 -0.186 0.309
H -2.7020 -1.1097 -0.9649 0.000 -0.061 -0.002
H -3.3914 -2.6333 -0.4499 0.131 -0.079 0.000
H -3.0330 -2.3566 -2.1739 0.075 0.082 0.038
H -0.7247 2.5282 -1.8668 -0.010 -0.001 0.081
H 0.9201 2.1570 -1.3073 -0.056 0.058 -0.019
H -0.0656 0.8910 -2.0372 0.002 0.083 0.004
H -1.2702 3.1326 2.6604 0.031 -0.045 0.002
H -1.3869 1.3561 2.4531 0.139 0.161 -0.065
H 0.1815 2.1119 2.7254 -0.052 0.039 0.013
C -2.2135 5.4226 -0.9257 -0.035 -0.071 0.004
N -3.3596 6.3651 -0.8153 -0.024 0.130 -0.005
O -4.4200 5.9442 -0.3992 0.041 -0.021 -0.007
O -3.1645 7.5182 -1.1553 0.006 -0.047 0.008
H -2.5283 4.4438 -0.5923 -0.015 0.001 -0.007
H -1.9101 5.4267 -1.9684 0.039 -0.025 0.012
H -1.4053 5.7909 -0.3035 -0.013 0.006 0.014
C 5.2544 -0.6399 -3.7712 -0.054 0.014 0.050
N 4.7887 -0.8085 -2.3626 0.059 0.085 -0.074
O 3.6157 -1.0243 -2.1813 0.119 -0.125 0.004
O 5.6457 -0.7067 -1.5038 -0.042 -0.052 0.002
H 4.3957 -0.7507 -4.4221 0.018 0.006 -0.020
H 5.7013 0.3468 -3.8443 -0.008 0.008 -0.007
H 6.0097 -1.3992 -3.9499 -0.005 -0.006 -0.010
```
Positions in Å, forces in eV/Å.

The LUMO energy is 2.586 eV. As for the charge: -1. As for the gap between HOMO and LUMO: 6.89 eV.

=====

(2)
Computed, not measured: a 3-piece molecular cluster, C3H11N2O2 overall at a distorted geometry, with wB97M-V/def2-TZVPD.

Geometry as XYZ:
```
18
Properties=species:S:1:pos:R:3:forces:R:3
N -0.1003 2.7448 -1.5432 0.873 -0.343 -0.883
C -0.4049 -0.6690 -0.9624 -1.558 -0.508 -3.841
C -0.4494 -2.0469 -1.5372 0.923 1.341 0.049
C 0.1325 -0.3518 0.2712 2.926 1.884 7.582
N 0.5435 -1.4034 1.1179 -1.073 1.434 0.055
O 0.2908 0.8556 0.7476 -0.920 -3.664 -3.354
H 0.6507 2.6960 -2.2909 -1.206 0.316 1.573
H 0.2164 2.3537 -0.6472 0.070 0.668 -0.705
H -0.4284 3.7135 -1.4333 0.314 -0.766 -0.108
H -0.7650 0.2371 -1.5389 0.134 -0.842 0.491
H -1.2938 -2.6492 -1.1962 -0.417 0.142 0.294
H 0.4486 -2.6036 -1.2724 0.069 -0.045 0.376
H -0.4938 -2.0212 -2.6168 -0.365 0.237 -0.299
H 0.7964 -1.0696 2.1039 -0.417 -0.499 -1.482
H 0.0789 -2.3243 1.0895 0.554 0.695 -0.184
H 0.1785 1.1532 3.9692 -0.283 1.517 1.280
H 0.2897 0.8805 2.4171 0.012 0.366 1.060
O 0.3096 0.5044 3.3221 0.364 -1.932 -1.905
```
Positions in Å, forces in eV/Å.

The LUMO energy is -8.880 eV. As for the charge: +1. As for the gap between HOMO and LUMO: 4.48 eV.

=====

(3)
Computed, not measured: a 10-piece molecular cluster, C41H77Br18FO6S overall at a distorted geometry, with wB97M-V/def2-TZVPD.

Geometry as XYZ:
```
144
Properties=species:S:1:pos:R:3:forces:R:3
C 4.7469 1.0870 2.0056 -2.809 -0.610 0.823
C 3.3417 0.8683 2.1905 3.312 0.676 -0.697
C 2.4309 0.1262 1.1247 0.641 0.920 0.863
C 1.0837 0.9098 0.7222 -0.752 -0.324 1.492
C -0.0144 -0.2875 0.8575 -0.540 -0.337 -0.938
O -0.3194 -0.5808 2.2630 2.147 1.883 -0.882
O -1.1747 -1.6375 2.2134 -1.472 -2.000 0.449
C 0.4688 1.9929 1.7226 0.847 1.126 0.737
O 0.5107 2.1236 2.9498 -0.332 -0.414 -4.213
O -0.1880 2.9677 0.8870 1.215 0.041 0.694
C -0.1803 2.7391 -0.5682 -0.707 -0.673 1.889
O -1.4783 2.1310 -0.7657 1.086 -0.147 0.432
C -2.5098 2.6732 0.0854 -2.752 -0.175 -0.568
C -3.9163 2.3377 -0.6713 -0.719 0.117 1.432
C -4.8954 1.5861 0.3695 0.026 -0.074 -0.242
C -5.3056 2.4847 1.6315 0.915 -0.033 -0.299
C -0.2379 4.0156 -1.5324 -0.045 1.290 -0.989
C -1.2706 3.8402 -2.7700 1.112 0.375 0.582
F -0.6340 5.2248 -0.8180 0.552 -1.859 -0.660
C 1.0806 1.7371 -0.6744 -1.566 -2.542 -0.744
S 0.6809 0.3266 -1.8872 -0.119 0.198 -1.086
C 2.4533 2.2259 -1.2919 0.487 0.275 -0.540
C 3.0654 3.6076 -0.8180 0.891 0.433 0.256
C 2.6958 4.1473 0.6271 0.472 1.725 -0.306
C 3.7264 5.3486 1.0128 -1.375 -0.450 0.301
C 5.2191 4.8371 1.2912 -0.241 1.749 -0.277
C 6.2202 5.5140 0.1964 0.297 -1.330 0.184
C 6.8620 4.3574 -0.7355 0.678 0.731 -0.562
C 8.4663 4.5245 -0.7800 -0.446 -0.139 -0.685
O 9.1446 3.8403 0.2963 -0.122 -0.537 -1.086
C 9.0721 2.4002 0.1180 -0.982 -0.119 0.320
H 5.2482 1.1639 0.9911 -0.689 -0.858 1.271
H 5.4126 1.1560 2.9356 -1.121 0.650 -1.526
H 2.9172 1.3058 3.1641 0.386 -1.516 -1.408
H 3.0685 -0.1746 0.2137 -1.098 0.706 1.233
H 2.1325 -0.8777 1.6058 0.385 1.661 -0.595
H 0.3854 -1.2780 0.4229 -0.450 1.744 0.340
H -1.0063 -0.0421 0.3597 1.321 -0.111 0.583
H -0.6448 -2.4680 2.1424 0.054 0.815 -0.009
H -2.5000 3.8104 0.1881 0.598 -1.621 0.101
H -2.6065 2.1382 1.1010 0.772 0.972 -1.448
H -4.4547 3.3250 -0.9313 0.969 -1.494 -0.049
H -3.7794 1.6615 -1.5739 -0.012 1.057 1.035
H -4.3302 0.6520 0.7123 -0.879 1.163 -0.333
H -5.8467 1.2259 -0.1445 1.330 0.504 0.478
H -6.2841 2.1668 2.1258 1.326 0.281 -0.807
H -4.4571 2.3970 2.3963 -1.326 0.362 -0.829
H -5.3763 3.5816 1.3006 -0.048 -1.488 0.565
H 0.7543 4.2834 -2.0303 -1.117 -0.571 1.110
H -1.0528 4.7304 -3.4598 -0.369 -1.322 0.925
H -0.9911 2.8645 -3.2990 -0.656 1.349 0.710
H -2.3552 3.8838 -2.4358 1.499 -0.294 -0.412
H -0.6552 -0.0090 -1.7856 0.895 0.667 0.418
H 3.2667 1.4198 -1.1644 -1.536 1.018 0.015
H 2.2982 2.2875 -2.4326 0.137 -0.134 1.712
H 4.2158 3.5116 -0.8612 -1.722 0.017 -0.017
H 2.8247 4.4427 -1.5774 0.246 -1.254 1.190
H 1.6728 4.6675 0.5502 1.332 -1.151 0.471
H 2.7656 3.4023 1.4810 -0.360 0.641 -1.307
H 3.6398 6.1199 0.1676 0.476 -1.054 1.146
H 3.2626 5.8654 1.9339 0.877 -0.797 -1.292
H 5.5389 5.1948 2.3373 -0.494 -0.708 -1.551
H 5.2482 3.7011 1.2690 0.077 1.465 -0.020
H 7.0744 6.0713 0.7320 -1.329 -0.891 -0.819
H 5.6819 6.2559 -0.4828 0.608 -0.957 1.127
H 6.5102 4.4492 -1.8311 0.378 -0.035 1.674
H 6.5500 3.3071 -0.3974 0.613 1.539 -0.362
H 8.7351 5.6374 -0.7272 -0.367 -1.630 0.136
H 8.8680 4.1384 -1.7886 -0.515 0.421 1.366
H 8.9844 2.1464 -0.9892 0.373 0.182 1.322
H 9.9520 1.8645 0.6129 -1.139 1.048 -0.747
H 8.1008 2.0532 0.6196 1.365 0.134 -0.647
Br 0.4906 -4.7067 0.5806 -0.050 0.180 0.177
C -1.4104 -5.0193 0.2731 0.038 -0.248 -0.146
C -1.9032 -4.2630 -0.9336 -0.257 0.184 -0.060
Br -2.1520 -2.3769 -0.5022 -0.223 -0.369 -0.534
H -1.9348 -4.7464 1.1888 0.061 0.001 -0.141
H -1.4933 -6.0966 0.1197 -0.003 0.112 -0.033
H -2.8892 -4.6163 -1.2365 0.146 -0.032 0.086
H -1.2267 -4.3185 -1.7867 -0.037 -0.060 0.157
Br -8.6296 -0.1368 3.7669 0.043 -0.058 -0.071
C -7.2545 -1.5175 3.8389 -0.051 0.164 0.222
C -6.0588 -1.1512 2.9951 0.130 -0.228 -0.182
Br -6.4221 -1.4272 1.0997 -0.068 -0.100 0.137
H -7.7258 -2.4511 3.5330 0.121 0.141 -0.041
H -6.9762 -1.5838 4.8918 0.038 0.032 -0.116
H -5.2148 -1.8049 3.2204 -0.098 0.055 0.037
H -5.7488 -0.1125 3.1126 -0.112 -0.118 0.041
Br -9.3746 3.4704 5.6079 0.059 0.063 0.067
C -8.0218 4.7860 5.1229 -0.271 0.002 -0.096
C -6.8933 4.1496 4.3521 0.267 0.085 0.081
Br -5.7008 3.1570 5.5314 -0.083 -0.055 -0.106
H -7.6975 5.2643 6.0466 0.039 -0.115 -0.145
H -8.5447 5.5171 4.5046 0.100 -0.078 0.009
H -6.2652 4.9125 3.8898 -0.092 -0.037 0.051
H -7.2345 3.4540 3.5870 -0.056 0.110 0.160
Br 2.1559 -2.0648 -5.4278 0.021 0.145 -0.032
C 3.1217 -0.7569 -6.5036 -0.130 -0.270 -0.084
C 4.5588 -0.6318 -6.0598 0.091 0.232 -0.036
Br 4.7109 0.4108 -4.4237 -0.002 -0.062 0.061
H 2.5657 0.1782 -6.4407 0.174 -0.092 0.047
H 3.0707 -1.1370 -7.5249 0.069 0.052 0.088
H 5.1427 -0.0831 -6.8003 -0.108 -0.056 0.030
H 5.0348 -1.5931 -5.8680 -0.167 0.096 -0.029
Br 2.2953 0.4529 8.0286 0.050 0.042 -0.085
C 2.3534 -0.1485 6.1754 -0.232 -0.060 0.155
C 3.3013 -1.3099 6.0062 0.122 0.011 -0.251
Br 5.1585 -0.7165 6.0128 -0.044 -0.054 0.059
H 2.6190 0.7164 5.5687 0.016 -0.168 0.067
H 1.3312 -0.4498 5.9423 0.124 -0.003 -0.034
H 3.1584 -1.7835 5.0338 -0.039 0.101 0.068
H 3.2057 -2.0620 6.7889 -0.032 0.180 -0.060
Br -0.7216 -8.8187 0.8934 0.057 0.097 -0.004
C 1.2138 -8.6140 0.9957 0.003 -0.204 -0.093
C 1.7358 -9.0130 2.3534 0.139 0.155 0.135
Br 1.3838 -7.6306 3.6813 -0.040 -0.106 -0.019
H 1.4381 -7.5800 0.7340 -0.050 -0.123 0.110
H 1.6101 -9.2737 0.2223 -0.032 0.043 0.093
H 2.8216 -9.1166 2.3320 -0.106 0.017 -0.074
H 1.2948 -9.9355 2.7306 0.012 0.137 -0.117
Br -6.2540 0.0324 -3.1811 -0.091 -0.072 0.040
C -8.0935 0.6122 -3.4643 0.222 0.083 -0.200
C -8.4986 1.6596 -2.4574 -0.309 -0.020 0.168
Br -8.8734 0.8613 -0.7201 0.100 0.094 -0.042
H -8.7169 -0.2807 -3.4312 0.054 0.163 0.090
H -8.1093 1.0240 -4.4745 -0.023 0.011 0.117
H -9.4311 2.1403 -2.7569 0.101 -0.070 -0.051
H -7.7366 2.4227 -2.2990 -0.035 -0.167 -0.084
Br 3.0456 -4.4840 -2.7163 -0.049 -0.073 0.113
C 3.3590 -6.4048 -2.7599 0.118 0.219 -0.086
C 2.2298 -7.1318 -3.4447 -0.090 -0.279 0.055
Br 0.6632 -7.3168 -2.2968 0.166 -0.102 0.023
H 3.5224 -6.7281 -1.7321 -0.103 -0.002 -0.144
H 4.2851 -6.5222 -3.3246 -0.120 -0.070 0.022
H 2.5212 -8.1575 -3.6759 0.037 0.111 0.020
H 1.8968 -6.6368 -4.3572 0.053 0.002 0.152
Br -3.8383 -6.5761 -3.1543 -0.005 0.025 -0.085
C -3.5035 -6.3451 -5.0605 -0.159 -0.169 0.082
C -2.1071 -6.7806 -5.4276 0.178 0.137 -0.165
Br -0.7862 -5.4491 -4.8984 -0.124 0.099 -0.166
H -3.7045 -5.3000 -5.2946 0.123 -0.137 0.028
H -4.2446 -6.9732 -5.5568 0.116 0.030 0.026
H -2.0040 -6.8673 -6.5102 -0.082 0.022 0.096
H -1.8132 -7.7217 -4.9626 -0.111 0.141 0.018
```
Positions in Å, forces in eV/Å.

The LUMO energy is 0.075 eV. As for the charge: 0. As for the gap between HOMO and LUMO: 8.93 eV.

=====

| no. | E_HOMO (eV) |
| --- | --- |
| 1 | -4.30 |
| 2 | -13.36 |
| 3 | -8.86 |